[1]
{
  "formula": "C2H6N2",
  "method": "ωB97M-V/def2-TZVPD",
  "total_charge": 0,
  "total_energy_ev": -5151.052,
  "e_homo_ev": -8.899,
  "de_lowest_kcal_mol": 20.02,
  "smiles": "[H]/N=C/NC",
  "homo_lumo_gap_ev": 10.01,
  "elements": ["H", "N", "C", "N", "C", "H", "H", "H", "H", "H"],
  "positions_angstrom": [[-1.000827, 2.117831, 1.726268], [-1.236182, 1.273169, 1.221292], [-0.232923, 0.688301, 0.724886], [-0.373548, -0.482966, 0.013541], [0.644660, -0.884016, -0.924942], [0.815006, 0.958029, 0.839617], [-1.335726, -0.618874, -0.250019], [1.570838, -0.419845, -0.609216], [0.807892, -1.958201, -0.802330], [0.340813, -0.673432, -1.939095]],
  "atomic_forces_ev_per_a": [[0.2, -0.1, 0.1], [-0.4, 0.3, 0.0], [0.0, -0.7, -0.1], [-0.2, 0.8, 0.4], [-0.2, -0.9, 0.8], [0.1, 0.3, 0.1], [-0.1, -0.3, -0.1], [0.2, 0.3, -0.4], [0.0, 0.0, -0.3], [0.4, 0.2, -0.4]]
}

[2]
{
  "formula": "C32H82N2O17",
  "method": "ωB97M-V/def2-TZVPD",
  "total_charge": 0,
  "total_energy_ev": -72260.330,
  "e_homo_ev": -7.905,
  "de_lowest_kcal_mol": 707.19,
  "homo_lumo_gap_ev": 7.96,
  "elements": ["O", "H", "H", "C", "C", "C", "C", "C", "C", "N", "O", "C", "C", "C", "H", "H", "H", "H", "H", "H", "H", "H", "H", "H", "H", "H", "H", "H", "H", "H", "H", "H", "H", "C", "C", "C", "C", "C", "C", "N", "O", "C", "C", "C", "H", "H", "H", "H", "H", "H", "H", "H", "H", "H", "H", "H", "H", "H", "H", "H", "H", "H", "H", "C", "C", "O", "O", "H", "H", "H", "H", "H", "H", "C", "C", "O", "O", "H", "H", "H", "H", "H", "H", "C", "C", "O", "O", "H", "H", "H", "H", "H", "H", "C", "C", "O", "O", "H", "H", "H", "H", "H", "H", "C", "C", "O", "O", "H", "H", "H", "H", "H", "H", "C", "C", "O", "O", "H", "H", "H", "H", "H", "H", "C", "C", "O", "O", "H", "H", "H", "H", "H", "H"],
  "positions_angstrom": [[-11.030390, -19.106610, 12.333160], [-11.776330, -18.661590, 11.930970], [-10.733140, -19.726500, 11.667110], [-3.565370, -18.279410, 13.365270], [-4.340900, -17.983120, 14.635880], [-3.427530, -18.526060, 15.811800], [-2.296790, -17.645110, 16.208930], [-2.808520, -16.227020, 16.390160], [-3.577670, -15.547280, 15.215130], [-4.666610, -16.563630, 14.840870], [-5.421180, -16.117870, 13.822110], [-4.301510, -14.342910, 15.799630], [-2.542440, -15.171570, 14.088180], [-5.636040, -18.803360, 14.691420], [-3.775220, -19.296020, 13.032750], [-2.504330, -18.199730, 13.601780], [-3.833740, -17.586050, 12.568190], [-3.989760, -18.966790, 16.635060], [-3.040650, -19.436120, 15.353300], [-1.602910, -17.553900, 15.373280], [-1.763080, -18.098280, 17.044330], [-1.986290, -15.644300, 16.805460], [-3.462490, -16.367840, 17.250730], [-5.077390, -13.901770, 15.173920], [-4.856580, -14.713990, 16.661200], [-3.668720, -13.505800, 16.094470], [-3.011840, -14.706860, 13.221110], [-1.689260, -14.542240, 14.341440], [-2.134660, -16.114780, 13.724620], [-6.313610, -18.354640, 13.965020], [-6.221400, -18.796650, 15.610880], [-5.563070, -19.885210, 14.580100], [-6.229190, -15.840410, 14.259980], [-9.526380, -17.103930, 4.936120], [-9.912300, -18.050800, 6.127180], [-9.231370, -19.367220, 5.819230], [-8.674830, -20.060690, 7.092750], [-7.988550, -19.205240, 8.050520], [-8.810000, -17.954200, 8.542740], [-9.289930, -17.260890, 7.318900], [-10.120640, -16.169890, 7.540720], [-10.009520, -18.346590, 9.444740], [-7.816060, -17.084250, 9.271400], [-11.478510, -18.277070, 6.254820], [-8.548440, -16.673230, 5.151150], [-10.115330, -16.194210, 4.819290], [-9.665030, -17.648010, 4.001850], [-9.994560, -20.073240, 5.491850], [-8.458980, -19.454230, 5.055080], [-8.087590, -20.955660, 6.887170], [-9.484700, -20.583680, 7.601380], [-7.026270, -18.828400, 7.703930], [-7.779940, -19.781950, 8.951620], [-10.548150, -17.476590, 9.820320], [-10.757750, -19.051360, 9.082060], [-9.646770, -18.934690, 10.287750], [-7.529470, -17.593760, 10.191370], [-7.025480, -16.816540, 8.570390], [-8.220210, -16.166060, 9.697650], [-11.634990, -18.703850, 7.245510], [-11.905330, -19.011020, 5.571280], [-12.028940, -17.339920, 6.171790], [-9.439470, -15.493760, 7.562280], [-8.789510, -18.629400, 12.094750], [-7.721340, -17.685920, 12.721210], [-6.413420, -18.150120, 12.543560], [-8.954410, -19.818080, 12.909180], [-8.539580, -18.931650, 11.077760], [-9.658510, -17.972050, 12.065690], [-7.865840, -17.583640, 13.796740], [-7.835040, -16.718410, 12.232220], [-6.495360, -18.965570, 13.043490], [-9.909010, -19.919670, 12.914530], [-5.962160, -19.191140, 10.189710], [-5.362700, -20.537370, 9.995410], [-5.256210, -20.837420, 8.644780], [-5.151360, -18.077560, 9.733430], [-6.154710, -18.808850, 11.192140], [-6.792190, -19.039100, 9.499760], [-5.940630, -21.319870, 10.487130], [-4.302860, -20.528110, 10.249860], [-4.934470, -20.025670, 8.245850], [-4.808050, -17.585650, 10.482940], [-8.135860, -21.977810, 11.972990], [-9.356140, -21.828770, 10.878900], [-10.444840, -20.996320, 11.377140], [-7.182660, -21.106960, 11.783130], [-7.716300, -22.980050, 11.885970], [-8.486960, -21.983200, 13.004880], [-9.785250, -22.817200, 10.714680], [-9.058820, -21.566800, 9.863480], [-11.249920, -21.004330, 10.854290], [-7.199370, -20.409870, 12.442960], [-10.725100, -16.504680, 13.454150], [-11.724320, -15.820510, 14.487030], [-11.346690, -14.448550, 14.662000], [-9.676750, -17.041100, 14.160880], [-10.366770, -15.748930, 12.755200], [-11.320420, -17.177600, 12.836990], [-11.806450, -16.350820, 15.435780], [-12.685750, -15.723550, 13.982710], [-10.387310, -14.418380, 14.645670], [-9.722680, -17.969810, 14.399580], [-6.338880, -13.820980, 12.062240], [-6.357970, -14.973340, 11.008700], [-7.192230, -16.039000, 11.432940], [-5.580410, -14.099160, 13.184680], [-7.340730, -13.799220, 12.491110], [-6.097650, -12.807430, 11.741900], [-5.398010, -15.345810, 10.651160], [-6.840390, -14.442390, 10.188050], [-6.680580, -16.806830, 11.697980], [-4.650700, -14.248780, 12.997970], [-8.746790, -18.179620, 15.718940], [-9.456450, -17.135860, 16.660920], [-9.173710, -15.828230, 16.195550], [-9.590960, -18.994870, 14.819560], [-8.174700, -18.868490, 16.340450], [-7.955740, -17.728600, 15.119830], [-8.988820, -17.353240, 17.621210], [-10.521200, -17.307820, 16.818530], [-9.601730, -15.752050, 15.339630], [-9.131500, -19.788490, 14.535560], [-7.290470, -15.486540, 14.053570], [-8.596120, -14.640590, 13.753400], [-9.206170, -14.415090, 15.026010], [-6.366180, -14.744300, 14.842330], [-6.737660, -15.965360, 13.245340], [-7.583210, -16.274940, 14.746990], [-9.266830, -15.230210, 13.128420], [-8.368730, -13.638250, 13.390490], [-8.661300, -14.734580, 15.748950], [-5.765720, -14.478660, 14.141980]],
  "atomic_forces_ev_per_a": [[-5.0, 1.8, 0.9], [-0.4, 0.2, 0.3], [0.3, 0.0, -0.7], [0.0, 0.1, -0.4], [0.7, -0.7, 2.1], [-0.9, -1.2, -1.4], [0.2, 0.7, -1.5], [0.0, -0.3, 1.6], [0.8, -1.2, 0.6], [2.8, -0.5, 2.0], [9.5, -7.9, -3.2], [0.4, 0.8, 0.5], [-0.8, -1.1, -0.1], [-1.0, 0.1, 1.9], [0.1, 0.0, -0.1], [0.0, 0.0, -0.4], [0.1, 0.0, -0.1], [-0.4, 0.8, 0.3], [0.3, -0.3, 0.0], [0.5, -0.6, -0.1], [0.0, 0.5, 0.2], [0.0, 0.6, -0.5], [-0.7, 0.7, 0.0], [2.0, 0.7, 1.2], [0.1, 0.3, 0.1], [0.7, -0.3, 0.2], [0.0, 0.1, -0.1], [-0.3, 0.1, 0.6], [0.2, 0.1, -0.2], [1.3, 0.0, 3.8], [0.8, 0.6, 0.7], [0.7, -0.2, -0.7], [6.0, -3.1, 2.3], [-1.0, 0.2, 0.3], [0.1, 2.2, -0.6], [0.4, -2.2, 1.6], [-1.2, -1.3, -0.9], [-0.8, 1.4, 1.0], [-1.6, -0.8, -1.3], [0.8, -2.8, -1.7], [0.0, 0.6, 0.8], [0.2, -0.8, 0.4], [-1.4, 0.5, 0.0], [1.1, 0.3, 0.7], [0.4, -0.8, -0.5], [-0.6, -0.1, 0.4], [0.6, 0.1, -0.1], [-0.1, 0.2, -0.4], [0.1, 1.0, -0.1], [0.6, 0.3, -0.6], [-0.7, 0.4, 0.3], [0.0, -0.1, -0.3], [-0.6, -0.4, -0.7], [0.1, 0.1, 0.0], [0.0, 0.2, -1.1], [-0.6, 0.7, -1.0], [0.2, 0.1, -1.3], [0.3, -0.2, 0.4], [-0.6, 0.0, -0.8], [-0.3, 0.2, 0.1], [0.4, 0.2, -0.4], [0.1, -0.1, 0.1], [-0.4, 0.7, 0.0], [2.9, 1.6, 1.8], [-4.1, -3.9, 1.4], [-0.3, 0.8, -2.7], [1.6, 0.5, -2.0], [0.8, -0.1, 1.0], [0.8, -0.7, -0.1], [-0.1, -0.6, -1.7], [-2.9, -2.2, 2.9], [0.9, -1.0, -1.4], [0.1, -0.4, 0.8], [0.2, 1.6, -0.2], [1.5, 0.0, 0.2], [-0.7, -0.4, -2.3], [1.4, 0.1, -0.9], [-0.4, -2.0, -1.2], [1.1, -0.7, 1.7], [0.8, 0.4, -0.4], [0.1, 0.0, 1.5], [0.2, 0.0, -0.4], [0.2, -0.3, 0.1], [-3.9, -2.6, -0.7], [0.0, -1.4, 1.3], [1.2, -2.8, -1.4], [3.0, 2.3, 0.1], [-0.1, -0.3, -0.7], [-0.7, 0.1, -0.2], [0.0, -0.3, 0.4], [0.6, 0.8, 0.2], [0.0, -1.0, -0.6], [-0.5, -0.3, -0.2], [-2.9, 0.2, 1.3], [0.3, 1.8, -2.4], [-4.2, -0.9, -0.5], [-1.3, 6.5, -3.2], [-1.0, -0.3, -0.2], [0.3, -0.1, 0.4], [0.0, -0.3, -0.1], [-0.4, -0.6, 0.3], [-0.8, 0.7, 0.7], [-1.9, -0.3, -2.5], [-0.6, -0.7, -0.7], [-0.3, 2.0, 0.0], [3.7, 5.6, -3.9], [5.3, 6.0, -9.0], [0.7, 0.4, -1.2], [0.1, -0.2, -0.8], [0.2, 0.1, 0.2], [-0.1, -0.4, -0.6], [1.9, 0.6, -1.3], [0.2, 0.0, -0.6], [0.8, -1.9, 2.7], [1.5, -1.2, -0.2], [-1.2, -7.9, 7.2], [0.2, -3.3, 6.6], [-0.4, -0.4, 0.2], [-0.6, -0.1, 1.1], [0.1, 0.7, 0.2], [-0.1, -0.1, -0.4], [-0.5, -1.5, 0.4], [0.4, 0.3, -0.1], [-10.5, 4.4, 0.3], [2.2, -0.2, 1.6], [3.6, 7.6, -6.3], [-10.1, 1.3, 9.0], [-3.6, 1.7, -0.8], [-0.3, 0.5, -0.4], [1.2, 1.3, 0.1], [-0.5, -0.3, 0.0], [1.6, 1.4, 0.5], [-0.5, 0.3, 1.8]]
}